# 1
# C61H73BF4Ge2N10PRb

A structure of composition C61H73BF4Ge2N10PRb (ωB97M-V/def2-TZVPD, OMol25).

The geometry in XYZ format:
```
153
Properties=species:S:1:pos:R:3:mulliken_charge:R:1
Rb 0.621 0.939 -0.062 0.2432
C -3.996 0.700 -1.323 -1.8297
C -4.361 -0.760 -1.603 0.7917
C -5.873 -0.837 -1.812 -1.7798
P -3.526 -1.779 -0.261 0.9581
C -3.495 -3.529 -0.956 0.5850
C -4.688 -4.124 -1.700 -1.6032
C -3.053 -4.461 0.172 -1.2370
C -4.716 -1.789 1.125 0.5483
C -6.025 -2.263 1.049 0.0741
C -6.949 -2.154 2.078 0.2705
C -8.361 -2.659 1.937 -1.7130
C -6.525 -1.494 3.234 -0.8162
C -5.241 -1.030 3.371 -0.7942
C -4.254 -1.207 2.352 -0.7549
N -2.982 -0.844 2.486 0.5189
C -2.426 -0.506 3.702 -0.6947
C -2.259 -1.450 4.750 2.0010
C -2.755 -2.864 4.597 -1.4255
C -1.573 -1.100 5.907 -0.9683
C -1.023 0.162 6.084 0.8870
C -0.265 0.520 7.335 -1.6540
C -1.153 1.066 5.039 -0.9257
C -1.803 0.752 3.854 0.5363
C -1.779 1.752 2.727 -0.8678
H -4.332 1.354 -2.132 0.6199
H -2.925 0.850 -1.195 0.2531
H -4.484 1.029 -0.403 0.3324
H -3.859 -1.087 -2.525 0.4659
H -6.397 -0.544 -0.903 0.3616
H -6.221 -1.826 -2.100 0.2755
H -6.165 -0.137 -2.602 0.4859
H -2.671 -3.465 -1.678 0.2720
H -5.571 -4.193 -1.068 0.2061
H -4.444 -5.140 -2.027 0.4933
H -4.940 -3.548 -2.588 0.3246
H -3.841 -4.547 0.922 0.2706
H -2.160 -4.079 0.671 0.0126
H -2.827 -5.460 -0.211 0.5129
H -6.358 -2.729 0.133 0.0557
H -8.454 -3.327 1.080 0.3535
H -9.075 -1.842 1.792 0.3001
H -8.680 -3.211 2.825 0.3661
H -7.231 -1.347 4.047 0.3270
H -4.943 -0.516 4.278 0.4332
H -2.289 -3.358 3.737 0.1028
H -3.827 -2.909 4.414 0.2774
H -2.534 -3.445 5.495 0.3820
H -1.455 -1.846 6.690 0.3120
H -0.681 0.018 8.210 0.4421
H -0.298 1.595 7.513 0.3729
H 0.788 0.234 7.263 0.1648
H -0.697 2.047 5.131 0.2788
H -2.078 2.746 3.062 0.4889
H -2.427 1.438 1.910 -0.1193
H -0.752 1.843 2.359 -0.1927
C 4.494 -2.409 -4.312 -1.1803
C 4.010 -2.078 -2.903 -0.2574
Ge 2.040 -1.794 -2.797 0.1038
C 1.286 -3.175 -1.605 0.8178
C 1.361 -4.531 -2.305 -1.6033
C 1.331 -2.077 -4.625 0.0524
C 1.012 -0.877 -5.125 -0.6552
Ge 1.401 0.464 -3.684 0.4414
C -0.237 1.538 -3.401 0.9606
C -0.382 2.543 -4.545 -1.5800
C 2.911 1.643 -4.166 -0.2374
C 3.316 1.551 -5.634 -1.3855
C 0.441 -0.648 -6.469 -0.7077
C -0.923 -0.391 -6.617 -0.0511
C -1.475 -0.172 -7.869 -0.7364
C -0.673 -0.196 -9.001 -0.4378
C 0.685 -0.446 -8.867 -0.7058
C 1.236 -0.669 -7.614 -0.2021
H 5.583 -2.492 -4.347 0.4210
H 4.197 -1.633 -5.019 0.1390
H 4.074 -3.349 -4.673 0.2995
H 4.494 -1.166 -2.556 0.1499
H 4.286 -2.868 -2.199 0.5117
H 0.261 -2.925 -1.331 -0.1342
H 1.873 -3.187 -0.688 -0.0589
H 0.701 -4.569 -3.172 0.3427
H 1.069 -5.337 -1.627 0.4464
H 2.375 -4.745 -2.652 0.3260
H 1.191 -2.993 -5.200 0.3642
H -0.217 2.086 -2.456 -0.5962
H -1.084 0.851 -3.372 -0.0203
H 0.467 3.225 -4.578 0.3547
H -1.277 3.152 -4.401 0.4093
H -0.455 2.054 -5.518 0.3210
H 3.751 1.395 -3.517 0.2663
H 2.626 2.660 -3.898 0.4858
H 3.618 0.537 -5.899 0.1414
H 4.162 2.212 -5.839 0.4222
H 2.500 1.833 -6.302 0.3557
H -1.551 -0.361 -5.735 0.6127
H -2.535 0.027 -7.960 0.3975
H -1.102 -0.024 -9.980 0.3677
H 1.322 -0.462 -9.744 0.3816
H 2.297 -0.855 -7.513 0.4083
N 0.293 -3.108 2.712 0.8146
C -0.244 -2.182 1.902 -1.1998
N 0.721 -1.584 1.234 1.8665
C 1.847 -2.191 1.686 0.6660
N 1.636 -3.130 2.589 -1.4101
C 3.193 -1.750 1.299 -0.6291
C 4.301 -2.119 2.058 -0.5865
N 5.510 -1.625 1.829 -0.7364
C 5.603 -0.748 0.832 -0.7963
C 4.511 -0.411 0.044 -0.2850
N 3.306 -0.920 0.261 1.0851
H -0.169 -3.713 3.371 0.2046
H -1.305 -1.923 1.856 -0.0654
H 4.187 -2.819 2.876 0.5662
H 6.570 -0.296 0.651 0.4590
H 4.618 0.278 -0.776 0.2286
N 8.852 5.074 6.442 -0.5758
C 7.946 4.503 6.018 0.1175
C 6.815 3.782 5.508 0.5638
C 5.819 3.350 6.382 -0.9446
C 4.733 2.649 5.898 -0.5064
C 4.644 2.355 4.539 0.8852
C 5.633 2.788 3.658 -0.4172
C 6.708 3.506 4.144 -1.1831
N 3.541 1.622 4.061 0.3921
C 2.808 0.689 4.769 -1.0859
C 1.821 0.282 3.935 -0.7031
N 1.909 0.945 2.734 0.6676
C 2.939 1.740 2.836 -1.1411
H 5.892 3.584 7.435 0.4297
H 3.942 2.342 6.566 0.5368
H 5.556 2.572 2.604 0.6767
H 7.476 3.850 3.466 0.4691
H 3.090 0.372 5.755 0.6428
H 1.040 -0.435 4.122 0.4840
H 3.306 2.399 2.067 0.6518
F 3.219 2.342 -1.165 0.4652
B 4.525 2.861 -1.010 0.0770
F 5.415 2.082 -1.769 -0.4260
F 4.888 2.753 0.353 -0.1291
F 4.574 4.179 -1.411 -0.3724
N -2.283 9.029 -0.731 -0.6561
C -1.955 7.926 -0.676 0.0492
C -1.552 6.554 -0.610 0.6063
C -0.258 6.174 -0.971 -0.7966
C 0.109 4.838 -0.898 -0.1710
C -0.752 3.800 -0.478 -0.1857
C -2.042 4.251 -0.126 -0.5988
C -2.450 5.575 -0.180 -0.6930
H 0.444 6.932 -1.302 0.4253
H 1.132 4.598 -1.186 0.3929
H -2.779 3.529 0.221 0.1431
H -3.454 5.869 0.108 0.3951
```

HOMO-LUMO gap ... 5.5 eV
Electronic energy ... -7859.71267 hartree
Charge ... -2

# 2
# C13H38B2O16P4

A cluster of 4 separate species, C13H38B2O16P4 in total (ωB97M-V/def2-TZVPD, OMol25).

The geometry in XYZ format:
```
73
Properties=species:S:1:pos:R:3:mulliken_charge:R:1
C -3.120 6.129 1.718 -0.5597
C -2.336 5.151 0.876 -0.2044
P -2.031 3.315 1.307 -0.3599
B -0.221 2.963 0.768 0.7216
O 0.829 2.503 1.743 -0.4626
O 0.231 3.167 -0.651 -0.4640
B -3.206 2.275 0.142 0.5877
O -3.201 0.774 0.216 -0.3454
O -4.080 3.070 -0.743 -0.4731
C -5.501 2.953 -0.382 -0.1886
C -5.936 3.722 0.999 -0.5899
H -4.309 6.211 1.665 0.2434
H -2.543 6.815 2.494 0.2293
H -1.924 5.590 -0.152 0.2034
H 0.461 2.685 2.679 0.2786
H 0.123 4.177 -0.767 0.2481
H -2.455 0.458 0.816 0.2316
H -5.849 1.813 -0.429 0.1642
H -6.109 3.484 -1.262 0.2347
H -6.521 2.921 1.660 0.2478
H -6.639 4.668 0.809 0.2707
H -5.049 4.111 1.655 0.0303
C 3.529 0.791 2.448 -0.5966
O 3.314 0.020 3.611 -0.2594
P 4.298 -1.219 3.916 0.9491
O 5.687 -1.093 3.363 -0.6549
O 3.477 -2.507 3.398 -0.3589
C 2.943 -2.473 2.096 -0.5498
O 4.202 -1.342 5.514 -0.3209
C 5.034 -2.273 6.164 -0.7053
H 3.609 1.842 2.737 0.2390
H 4.437 0.503 1.914 0.4023
H 2.672 0.673 1.781 0.1718
H 3.629 -1.990 1.395 0.3566
H 1.991 -1.935 2.112 0.1963
H 2.757 -3.498 1.757 0.2893
H 5.323 -1.859 7.135 0.2312
H 5.942 -2.479 5.590 0.3429
H 4.485 -3.205 6.329 0.2544
C 0.500 1.023 -3.124 -0.6370
O 1.325 0.430 -4.104 -0.3501
P 2.894 0.247 -3.793 0.9568
O 3.253 0.100 -2.342 -0.5349
O 3.591 1.495 -4.539 -0.3708
C 3.078 2.783 -4.294 -0.5009
O 3.282 -1.001 -4.727 -0.3258
C 4.584 -1.526 -4.634 -0.6732
H -0.341 0.353 -2.926 0.3584
H 1.028 1.210 -2.187 0.2839
H 0.114 1.969 -3.509 0.2371
H 2.797 2.909 -3.245 0.2177
H 2.207 2.951 -4.933 0.2389
H 3.842 3.527 -4.545 0.2799
H 4.531 -2.609 -4.789 0.2297
H 5.031 -1.337 -3.655 0.3155
H 5.214 -1.091 -5.415 0.2586
C -2.506 -6.400 -1.012 -0.7060
O -3.129 -5.371 -0.274 -0.3525
P -3.008 -3.854 -0.799 1.0020
O -2.836 -3.694 -2.282 -0.6581
O -1.821 -3.224 0.091 -0.2363
C -0.605 -3.929 0.170 -0.4050
O -4.327 -3.175 -0.183 -0.3440
C -4.619 -1.844 -0.533 -0.6908
H -3.252 -7.167 -1.237 0.2551
H -2.074 -6.043 -1.949 0.3686
H -1.716 -6.845 -0.403 0.2570
H -0.339 -4.374 -0.793 0.3475
H -0.692 -4.712 0.928 0.2571
H 0.191 -3.239 0.471 0.0098
H -5.707 -1.733 -0.591 0.3068
H -4.191 -1.573 -1.502 0.3258
H -4.239 -1.168 0.239 0.2483
```

HOMO-LUMO gap ... 6.3 eV
Electronic energy ... -3137.24333 hartree

Result set for M: 1294.8 596.0 u, one per record in the order listed.